[1]
# CH2BrClNO2

A 2-piece molecular cluster, CH2BrClNO2 overall in a non-equilibrium geometry (wB97M-V/def2-TZVPD, the OMol25 dataset).

Calculated values
HOMO energy (alpha / beta)   -4.7476 / -4.7498 eV
Strongest force on any atom   4.35 eV Å⁻¹
Energy relative to the best compared isomer or geometry (same formula, charge and spin)   11.98 kcal/mol
Net charge   -1

XYZ file:
```
8
Properties=species:S:1:pos:R:3:forces:R:3:nbo_charge:R:1
C 0.3748 0.7910 -0.6356 -1.8 -1.0 2.6 0.08
N -0.9987 -1.1306 1.0554 3.1 3.0 0.4 0.30
O -0.0475 -0.5721 1.4583 -3.1 -2.8 0.1 -0.22
O -0.6411 0.1487 -1.0106 -0.6 -0.7 0.6 -0.69
Cl 0.0296 2.6684 -0.4749 0.1 1.0 0.1 -0.36
Br -0.6621 -3.2037 0.4067 0.2 -0.2 0.0 -0.36
H 1.1465 0.7001 -1.2900 2.9 0.4 -1.9 0.13
H 0.7987 0.5982 0.4907 -0.7 0.3 -1.9 0.12
```
Forces are in eV/Å.

[2]
# CH2BrF2NO2S

One molecule with the formula CH2BrF2NO2S in a non-equilibrium geometry (wB97M-V/def2-TZVPD, the OMol25 dataset).

Calculated values
HOMO energy   -11.4191 eV
Strongest force on any atom   4.30 eV Å⁻¹
Energy relative to the best compared isomer or geometry (same formula, charge and spin)   18.40 kcal/mol
SMILES   NS(=O)(=O)C(F)(F)Br

XYZ file:
```
10
Properties=species:S:1:pos:R:3:forces:R:3:nbo_charge:R:1
N -0.1400 0.0741 0.3167 0.6 0.1 0.3 -1.07
S 1.3635 0.1654 0.9653 -0.4 0.2 0.0 2.27
O 2.2935 0.8160 0.1119 -0.2 0.3 -0.2 -0.90
O 1.6879 -1.0770 1.5740 -0.3 -0.4 0.2 -0.91
C 1.0376 1.3468 2.3481 -1.7 2.9 -2.7 0.30
F 0.0831 0.9981 3.1595 0.0 -0.3 0.1 -0.28
F 0.4328 2.6005 1.5630 1.5 -2.9 1.8 -0.42
Br 2.6081 1.8820 3.1644 0.4 0.2 0.4 0.16
H -0.4565 -0.8622 0.1358 0.0 -0.3 0.1 0.42
H -0.3262 0.7299 -0.4256 0.1 0.2 0.0 0.42
```
Forces are in eV/Å.

[3]
# CH2BrFO

A 2-piece molecular cluster, CH2BrFO overall in a non-equilibrium geometry (wB97M-V/def2-TZVPD, the OMol25 dataset).

Calculated values
HOMO energy   -11.0403 eV
Strongest force on any atom   2.31 eV Å⁻¹
Energy relative to the best compared isomer or geometry (same formula, charge and spin)   4.40 kcal/mol
SMILES   O=CF.Br

XYZ file:
```
6
Properties=species:S:1:pos:R:3:forces:R:3:nbo_charge:R:1
O 1.8389 1.7052 -0.1733 0.3 -1.6 1.1 -0.50
C 2.4476 0.7933 0.2875 1.0 1.4 -1.5 0.72
F 3.7787 0.6563 -0.0049 -0.2 0.2 0.0 -0.36
H 2.2748 -0.0726 0.9101 -1.1 0.0 0.4 0.13
Br -1.9688 0.7597 0.0312 -0.7 -0.6 -0.1 -0.21
H -3.1406 -0.1035 -0.0445 0.7 0.6 0.1 0.21
```
Forces are in eV/Å.

[4]
# CH2BrFO

A 2-piece molecular cluster, CH2BrFO overall in a non-equilibrium geometry (wB97M-V/def2-TZVPD, the OMol25 dataset).

Calculated values
HOMO energy   -9.1848 eV
Strongest force on any atom   4.48 eV Å⁻¹
Energy relative to the best compared isomer or geometry (same formula, charge and spin)   80.36 kcal/mol

XYZ file:
```
6
Properties=species:S:1:pos:R:3:forces:R:3:nbo_charge:R:1
C 0.7024 0.1172 0.0255 -3.5 -1.7 -1.0 0.40
O -0.9351 -0.7474 -0.5829 4.4 0.9 0.2 -0.76
F 0.4611 1.3936 -0.0729 0.1 0.2 0.0 -0.29
Br -2.3336 -0.2339 0.3213 -1.0 0.6 0.9 0.30
H 0.7486 -0.2469 1.0450 0.0 0.0 0.0 0.17
H 1.3566 -0.2828 -0.7359 0.0 0.0 -0.1 0.17
```
Forces are in eV/Å.